This record from OMol25 describes a 11-piece molecular cluster, C26H63BF4N4O6 overall in a non-equilibrium geometry. The level of theory is ωB97M-V/def2-TZVPD.

Structure (XYZ):
```
104
Properties=species:S:1:pos:R:3:forces:R:3
C 57.389000 47.063000 91.144000 0.0714 1.9202 0.5363
C 56.763000 45.924000 91.900000 -2.3726 0.7036 0.1172
C 55.741000 45.189000 91.032000 4.5679 -2.5096 -0.0896
N 55.393000 43.743000 91.417000 -1.3118 0.7286 0.5405
C 54.581000 43.796000 92.742000 -3.8910 -4.2116 -5.9325
C 56.548000 42.823000 91.582000 -5.9772 -2.9738 2.6152
C 56.199000 41.443000 91.051000 3.3686 -0.8392 1.2033
C 54.867000 41.582000 90.490000 -2.1201 -2.6833 -0.4529
C 54.512000 43.052000 90.410000 7.0417 -1.9492 -0.8829
H 58.176000 47.507000 91.860000 -1.2486 -0.1006 -1.5774
H 56.721000 47.806000 90.593000 0.5622 -0.5213 1.5526
H 57.840000 46.592000 90.315000 1.2833 -0.4015 -0.9627
H 56.460000 46.192000 92.940000 -0.4044 -0.1214 -0.8707
H 57.549000 45.284000 92.017000 2.2275 -1.9652 0.6167
H 55.842000 45.305000 89.947000 1.8291 -0.9713 -0.1767
H 54.873000 45.554000 90.935000 -6.9983 3.5040 0.9706
H 55.176000 44.158000 93.429000 2.7322 1.0727 4.0668
H 54.066000 42.747000 92.662000 1.6977 1.4199 1.7084
H 53.670000 44.350000 92.592000 0.1347 1.1098 -0.2150
H 56.894000 42.793000 92.550000 -0.0051 0.0377 2.6843
H 57.307000 43.120000 91.156000 7.2297 3.7544 -5.0965
H 56.422000 40.692000 91.834000 -1.2995 0.3053 0.0891
H 56.996000 41.061000 90.396000 -0.3691 0.8320 -0.6978
H 54.193000 41.090000 91.203000 -0.2716 0.0524 -0.2761
H 54.764000 40.970000 89.534000 -0.1356 1.2703 0.9935
H 53.563000 43.081000 90.408000 -7.0367 1.5080 1.2001
H 54.790000 43.295000 89.436000 0.8613 1.3146 -1.5452
B 59.270000 50.601000 93.368000 -0.1405 -2.1702 -0.6985
F 58.623000 51.775000 93.079000 0.3589 1.3229 1.0125
F 59.530000 50.067000 92.094000 1.2468 -0.3138 -0.4508
F 60.430000 50.502000 94.192000 -0.6671 1.0544 -0.7206
F 58.352000 49.676000 93.912000 -0.6328 -0.2316 0.9762
C 63.161000 50.102000 91.504000 1.0229 -3.3180 0.8981
C 64.288000 50.895000 92.142000 -2.2460 -1.4398 -1.2332
N 65.117000 51.461000 92.687000 0.5418 0.3911 0.2114
H 63.387000 48.922000 91.641000 0.3369 2.5922 -0.6057
H 62.254000 50.005000 92.120000 0.0336 1.2672 -0.2590
H 62.963000 50.221000 90.419000 0.2418 0.4829 0.9285
C 61.956000 53.389000 93.034000 -2.3455 -2.6458 1.8622
C 61.852000 54.361000 94.237000 0.2313 0.3786 0.4288
N 61.774000 55.126000 95.129000 0.1625 -2.2818 -2.6164
H 62.216000 52.251000 93.284000 -0.2841 2.7513 0.3533
H 60.926000 53.206000 92.570000 1.1998 0.8395 0.6931
H 62.626000 53.645000 92.266000 0.9273 0.9643 -0.6315
C 55.097000 49.958000 92.907000 3.8058 -1.3254 1.0070
C 55.069000 50.452000 91.500000 -0.5293 0.4488 1.1014
N 54.931000 50.885000 90.439000 0.1734 -0.5443 0.6487
H 55.936000 50.357000 93.699000 -2.2546 -0.1677 -2.4251
H 54.196000 49.734000 93.406000 -1.6302 1.1003 0.2881
H 55.407000 48.884000 92.899000 0.4154 0.5153 -0.6296
C 57.367000 54.450000 97.087000 1.4146 4.9522 -1.1813
C 57.867000 53.989000 95.783000 0.1032 0.0022 0.9268
O 57.150000 52.960000 95.196000 0.1159 -1.8001 -0.7398
H 58.050000 55.258000 97.580000 -0.8707 -0.9413 -1.4448
H 57.389000 53.815000 97.831000 -0.2119 -4.1183 3.4212
H 56.414000 54.904000 97.033000 -1.2193 0.3821 -0.1207
H 58.877000 53.726000 95.880000 1.7801 -0.6464 0.3472
H 57.857000 54.711000 95.053000 0.0930 2.7223 -1.2730
H 57.800000 52.737000 94.494000 -1.2672 -0.6351 0.0929
C 61.338000 46.333000 97.743000 2.2633 -2.0679 1.5151
C 60.351000 47.330000 97.343000 1.7548 5.5771 1.6909
O 59.975000 47.447000 96.009000 -0.2662 0.7322 -2.7495
H 60.829000 45.460000 97.383000 0.5714 -1.6226 0.3414
H 61.588000 46.283000 98.934000 -1.3868 0.2366 -2.8326
H 62.388000 46.348000 97.347000 -1.1621 0.4160 -0.2439
H 60.849000 48.324000 97.762000 -1.6581 -1.2656 -1.0251
H 59.454000 47.123000 97.810000 -1.7311 -0.2514 1.9387
H 59.399000 48.241000 95.721000 1.5823 -1.7377 1.3320
C 62.959000 47.208000 94.011000 -3.8685 0.2218 2.3689
C 61.540000 47.286000 93.340000 1.8789 1.3590 3.3937
O 60.806000 46.168000 93.716000 0.0240 -0.9963 -2.6409
H 63.410000 46.424000 93.594000 2.0766 -3.3306 -1.7442
H 62.816000 46.881000 95.118000 0.4050 1.3527 -1.7082
H 63.519000 48.055000 93.778000 1.0212 1.6657 0.4216
H 61.617000 47.149000 92.345000 0.5487 0.3341 -3.6359
H 61.169000 48.313000 93.607000 -0.5683 -1.1847 -0.3197
H 60.502000 46.382000 94.542000 -1.5405 0.4922 3.6874
C 60.873000 51.131000 99.134000 1.7473 1.0847 -1.1946
C 60.526000 51.378000 97.624000 6.9986 -0.2776 4.5273
O 61.303000 50.674000 96.736000 3.8015 -1.3512 1.2790
H 60.421000 51.722000 99.939000 0.1443 0.3831 -0.7268
H 61.996000 51.007000 99.272000 -0.7746 1.7021 -0.5646
H 60.800000 50.181000 99.424000 -1.8393 -4.3825 0.9833
H 60.831000 52.334000 97.561000 0.5281 3.8886 -0.7020
H 59.700000 51.262000 97.229000 -9.3101 -0.7082 -2.0428
H 60.888000 50.389000 95.957000 -1.2204 -0.2350 -1.4163
C 55.984000 48.856000 97.809000 0.8920 1.0471 0.1453
C 56.916000 49.223000 96.535000 -0.8779 3.2948 6.0762
O 56.586000 48.410000 95.610000 -6.8889 -7.2821 3.4624
H 56.187000 49.679000 98.606000 -0.2879 -1.7577 -1.0465
H 56.482000 47.875000 98.038000 -1.3249 0.6501 0.7030
H 54.790000 48.827000 97.655000 3.0395 -0.1315 -0.1478
H 58.005000 49.084000 96.741000 -0.5550 0.7901 0.8216
H 56.627000 50.243000 96.311000 0.6961 0.7247 -0.2825
H 56.988000 48.650000 94.927000 5.2946 2.7586 -9.7343
C 59.883000 51.113000 88.333000 -1.7073 -1.8772 -4.7711
C 58.872000 50.250000 88.984000 11.3591 3.5717 12.1246
O 58.223000 51.049000 89.948000 -0.8571 0.3261 1.2791
H 60.569000 51.611000 88.862000 2.3521 1.5821 2.6815
H 59.283000 51.832000 87.793000 0.0657 0.6653 -0.2903
H 60.430000 50.549000 87.529000 -0.3072 0.3051 0.5625
H 59.515000 49.413000 89.576000 -1.7623 1.1410 -1.3901
H 58.294000 49.922000 88.410000 -8.9273 -5.2188 -8.5753
H 58.628000 51.049000 90.863000 -0.2948 -0.4973 -1.8361
```
Forces are in eV/Å.

**ΔE to the lowest compared entry with this formula, charge and spin**: 467.8 kJ/mol
**Highest occupied orbital energy**: -8.87 eV
**Frontier orbital gap**: 0.29270 hartree
**E_LUMO**: -0.908 eV

Results of the Löwdin charge analysis, in e, for atoms 1 through 4: -0.083 -0.209 -0.082 -0.176

This record from OMol25 describes a 8-piece molecular cluster, C26H63N6O6 overall in a non-equilibrium geometry. The level of theory is ωB97M-V/def2-TZVPD.

Structure (XYZ):
```
101
Properties=species:S:1:pos:R:3:forces:R:3
N -0.521965 3.889941 -1.224020 -1.4805 -0.0258 -1.0832
H -1.374221 4.274617 -1.605837 -0.2431 0.3015 0.2864
H -0.662079 3.559277 -0.280027 -0.4888 -0.3583 1.5591
H 0.289647 4.473234 -1.369475 0.3747 0.6364 0.8418
H -0.364567 3.061686 -1.780185 0.5849 -2.1822 -1.0949
N -1.562810 -3.468165 -3.432077 -0.9061 -0.8980 -1.3699
H -1.673049 -3.922650 -2.536864 -0.5008 -1.1875 1.3247
H -2.433040 -3.025692 -3.690960 0.0441 0.4966 -0.0323
H -1.277535 -4.109178 -4.158587 -0.1683 -0.4235 -0.0578
H -0.768736 -2.861770 -3.284355 2.1165 2.7722 0.7656
N -0.059905 -0.462381 -0.268782 -0.0249 -0.0885 0.5788
H 0.225572 0.437130 -0.628635 -0.8131 0.8942 -0.8462
H -0.019091 -1.132725 -1.023150 0.7763 -0.4571 -1.6894
H -1.007669 -0.509744 0.077053 -1.2982 1.3303 0.5410
H 0.581056 -0.705225 0.473043 0.4238 -0.6826 0.5959
C -4.527352 0.869849 1.856346 -1.3610 0.1581 0.7621
C -3.304760 1.100837 1.304640 1.3660 -3.8150 -1.7503
C -2.550961 2.419635 1.558279 3.7277 -1.2366 -1.1252
O -1.278251 2.589423 1.235208 -1.0948 -0.8119 -1.1021
C -3.099982 3.345301 2.325108 -3.1210 1.7158 1.2995
C -4.315398 3.099847 3.068116 -0.6430 -1.6796 0.8619
C -5.130269 1.698567 2.786089 -1.4969 1.1457 2.8616
O -6.104849 1.361101 3.553691 2.3122 1.1965 -2.1257
O -4.612981 3.713891 4.084300 -0.2260 0.4720 -0.4651
O -2.833075 0.012074 0.669843 0.7100 3.0066 0.8180
H -4.981276 -0.110068 1.867162 0.2409 -0.3081 -0.5956
H -2.675693 4.318158 2.524938 0.5792 -0.1310 0.0405
O 0.436044 -1.739919 -2.610887 0.0905 -0.4524 -0.8987
C 0.631698 -0.808287 -3.666001 -0.8930 1.7296 1.5672
C 1.000091 0.741325 -3.147114 -1.1551 -0.0855 0.8162
O 0.032106 1.550061 -2.510126 0.1726 -1.0372 -0.0205
H -0.313910 -0.786905 -4.207734 -0.4779 0.6507 -0.4936
H 1.359415 -1.080455 -4.430501 0.7549 -0.2910 0.1141
H 1.476224 1.414220 -3.860271 0.2211 -0.5589 -1.3037
H 1.813127 0.571687 -2.441199 0.6621 -0.5804 0.4885
C 0.816650 6.203057 1.335786 0.8661 -0.1473 0.4299
C 1.991661 5.516751 0.623193 -0.4889 0.1398 0.9727
N 1.770215 5.144007 -0.761973 0.6457 1.2704 -0.5632
C 2.636196 4.032285 -1.183364 0.2839 -0.9120 1.7173
C 2.493972 2.852450 -0.112996 0.2608 0.5899 -1.7727
C 1.899849 6.352272 -1.673372 -1.5102 -2.2245 -0.7881
C 1.062443 5.984878 -2.937791 1.0313 0.4184 -0.8765
H 0.468472 7.105126 0.832651 -0.2227 -0.0733 0.2089
H 1.259161 6.426699 2.306489 -0.0148 0.8140 0.1010
H 0.032184 5.526565 1.675013 -0.3361 -0.1500 -0.9031
H 2.893323 6.121465 0.720262 0.2367 0.5051 -0.1568
H 2.198558 4.695874 1.309825 -0.0451 -0.4084 -0.7103
H 3.661552 4.396441 -1.247562 0.4863 -0.0614 0.1259
H 2.415186 3.615467 -2.165970 -0.5514 0.2014 0.0512
H 3.035249 3.017101 0.818664 -0.2278 0.1122 -0.0993
H 2.880994 1.932106 -0.550353 0.0622 0.0038 -0.1702
H 1.423667 2.694385 0.019520 0.0710 -0.0713 0.4748
H 1.468167 7.258155 -1.247779 0.2565 -0.2038 0.3916
H 2.934785 6.495239 -1.984125 0.2210 0.2265 0.2036
H 1.445107 5.101741 -3.449391 -0.0318 -0.5041 0.5336
H -0.012058 5.851147 -2.812634 0.1772 0.2875 0.2648
H 1.232988 6.684721 -3.755862 -0.2657 0.6677 0.2302
C 0.373593 -5.161721 0.580439 -0.4222 0.8409 0.1235
C -0.281648 -4.384676 -0.635727 -0.0327 -1.5521 1.4233
N -1.763159 -4.700434 -0.806117 0.6666 -0.3506 -0.0923
C -2.594767 -3.817135 0.085517 0.5233 -1.4644 0.1409
C -4.134657 -4.034048 0.014717 0.3897 1.2802 -0.9888
C -2.017982 -6.150481 -0.593186 0.9423 0.3832 -1.2533
C -1.197997 -7.024520 -1.595713 -0.6679 -0.7981 0.7046
H 0.352350 -6.251126 0.551385 -0.0546 0.0445 -0.5251
H -0.124966 -4.909836 1.516433 -0.1766 0.1490 0.0455
H 1.412673 -4.876366 0.744684 0.0360 0.1151 -0.3331
H -0.121013 -3.312975 -0.518437 -0.2377 -0.0459 0.0118
H 0.314150 -4.676882 -1.500448 -0.4190 0.0609 -0.3638
H -2.279386 -4.015743 1.109815 0.0830 0.2517 0.3364
H -2.193270 -2.847924 -0.210341 -1.0560 0.4934 0.3547
H -4.629171 -3.131580 0.374038 0.2328 0.2039 0.1157
H -4.418614 -4.079931 -1.036643 -0.1233 -0.1708 -0.1869
H -4.659960 -4.836222 0.533070 0.8740 -0.3850 0.1498
H -3.063331 -6.336608 -0.839569 -0.0445 0.0385 0.3188
H -1.815020 -6.445642 0.436274 -0.1157 -0.0070 0.1413
H -1.211183 -8.070744 -1.290181 -0.6283 -0.2221 0.3344
H -0.113431 -6.939152 -1.663033 -0.1353 1.0599 -0.2435
H -1.728604 -7.038108 -2.547749 0.5157 0.3207 -0.2981
C -0.259532 -1.450923 3.186748 0.3030 0.8247 -0.5942
C 1.147288 -2.040693 2.862100 -1.5495 -0.0588 -0.6890
N 1.751897 -1.297446 1.730058 0.8040 0.6416 1.4753
C 2.896020 -2.045556 1.141623 -1.3542 1.1361 -0.6826
C 3.455589 -1.286341 -0.066977 -0.1013 -0.3715 0.6888
C 2.060925 0.091489 2.168803 1.2275 -0.6008 -0.0757
C 3.116837 0.105187 3.299919 -1.2283 0.2799 0.4742
H -0.924728 -1.852655 3.951102 0.4987 -0.8552 -0.0579
H -0.800801 -1.412344 2.241428 -0.3371 -0.1597 0.0876
H -0.229761 -0.401917 3.481339 0.3833 0.1052 0.0149
H 1.768626 -2.142738 3.751835 0.2631 0.0332 -0.0464
H 0.984108 -3.020456 2.413172 0.0400 -0.3566 0.4593
H 3.710630 -2.332738 1.806475 -0.0850 -0.0136 0.4736
H 2.376896 -2.929206 0.770422 0.5035 -0.3670 -0.0402
H 4.158364 -1.990457 -0.512425 -0.0396 0.3258 -0.5952
H 2.634438 -0.985778 -0.717722 0.1813 -0.3502 -0.3973
H 3.982252 -0.370985 0.202925 0.1900 -0.1130 0.1773
H 1.126454 0.616111 2.367869 0.0786 -0.1149 0.4979
H 2.493165 0.685835 1.363810 -0.0647 -0.3860 -0.3713
H 4.021941 -0.456274 3.068268 0.1424 0.4673 -0.3900
H 2.750245 -0.371969 4.208777 -0.2499 0.0176 0.0474
H 3.274662 1.145078 3.585965 0.5757 -0.0259 -0.1065
```
Forces are in eV/Å.

**ΔE to the lowest compared entry with this formula, charge and spin**: 8.5 kJ/mol
**Total charge**: -1
**Highest occupied orbital energy**: -3.20 eV
**Frontier orbital gap**: 0.18086 hartree
**E_LUMO**: 1.724 eV

Results of the Löwdin charge analysis, in e, for atoms 1 through 4: 0.278 0.134 0.059 0.029

Number 1: electronic energy -57764.606 eV. Number 2: electronic energy -49204.073 eV.